A structure of composition C20H35Cl2N4O3PrS, computed with ωB97M-V/def2-TZVPD.

Element x y z (Å)
Pr1 0.093 -0.248 -0.457
Cl1 -2.593 -0.356 0.106
Cl2 2.477 -1.609 -0.382
S1 -0.904 2.771 -0.490
O1 -0.362 -2.433 -0.020
O2 -0.511 -0.213 -2.772
O3 1.842 1.444 -0.978
N1 3.952 1.651 -1.856
N2 -2.714 -0.569 -3.275
N3 -1.582 4.088 1.761
N4 0.207 4.946 0.544
C1 0.289 -5.865 0.460
C2 -0.547 -4.730 0.384
C3 0.024 -3.422 0.641
C4 0.797 0.467 2.757
C5 -2.244 5.374 2.052
C6 0.067 -1.887 3.474
C7 -2.630 -1.996 -2.962
C8 4.386 2.656 -0.891
C9 4.964 1.057 -2.721
C10 -4.043 0.037 -3.354
C11 -1.548 -7.224 -0.356
C12 1.161 1.137 4.081
C13 0.406 -0.778 2.593
C14 -1.630 0.197 -3.210
C15 0.768 5.711 1.671
C16 -2.359 -6.086 -0.485
C17 -0.735 3.988 0.685
C18 -1.860 -4.836 -0.129
C19 -0.224 -7.107 0.095
C20 2.708 1.178 -1.857
H1 3.537 2.907 -0.255
H2 0.669 6.791 1.481
H3 -2.229 3.297 1.750
H4 2.476 0.468 -2.677
H5 -1.945 -8.214 -0.587
H6 -3.955 1.003 -3.869
H7 0.985 0.472 4.935
H8 5.358 1.798 -3.427
H9 0.825 4.777 -0.256
H10 5.800 0.657 -2.129
H11 0.399 -7.998 0.179
H12 1.313 -5.726 0.814
H13 0.324 -1.708 4.533
H14 0.882 -3.337 1.298
H15 -3.384 -6.178 -0.843
H16 0.597 -2.793 3.160
H17 -3.421 -2.502 -3.524
H18 1.839 5.481 1.776
H19 -3.225 5.404 1.563
H20 -1.631 6.209 1.708
H21 0.570 2.046 4.245
H22 -1.638 -2.373 -3.230
H23 -2.395 5.461 3.133
H24 -4.468 0.206 -2.351
H25 2.219 1.426 4.093
H26 -4.708 -0.643 -3.897
H27 -2.460 -3.924 -0.217
H28 4.482 0.245 -3.272
H29 -1.767 1.240 -3.539
H30 4.734 3.547 -1.429
H31 -1.009 -2.117 3.392
H32 -2.795 -2.152 -1.888
H33 0.912 1.169 1.914
H34 0.238 5.449 2.596
H35 5.218 2.268 -0.289

Results
- HOMO level (spin up / spin down): -4.81 / -4.84 eV
- HOMO-LUMO gap (spin up / spin down): 4.7891 / 4.8292 eV
- E_LUMO (spin up / spin down): -0.0179 / -0.0093 eV
- Relative energy (zero: lowest compared OMol25 entry of this formula, charge and spin): 10.6 kcal per mole
- Multiplicity: 3
- Total charge: 0

=====

A cluster of 6 separate species, C20H35FN7O17S in total, computed with ωB97M-V/def2-TZVPD.

Element x y z (Å)
S1 -0.069 4.347 0.164
F1 -1.660 -2.520 2.733
O1 -3.823 1.104 -0.219
O2 -3.545 -1.069 -2.125
O3 -0.234 4.191 1.574
O4 -7.912 2.110 -1.918
O5 -3.838 1.472 3.743
O6 9.281 -1.752 -1.854
O7 -9.940 -1.263 1.176
O8 -7.970 0.426 -3.262
O9 -2.601 -0.794 -0.095
O10 -7.864 -1.832 1.193
O11 10.518 -3.367 -1.150
O12 -1.539 4.438 -0.461
O13 6.400 -1.012 1.012
O14 -2.080 0.963 4.883
O15 -0.896 -0.543 2.212
O16 0.736 5.421 -0.292
O17 7.032 -3.067 0.932
N1 0.703 -0.010 -1.666
N2 -2.673 1.623 4.059
N3 7.260 -1.882 0.965
N4 10.050 -2.681 -2.028
N5 -8.781 -1.096 0.874
N6 1.491 -0.576 0.261
N7 -7.861 1.609 -3.023
C1 1.993 2.566 -0.050
C2 -2.599 -1.118 -1.407
C3 -4.386 -0.346 1.541
C4 10.436 -2.985 -3.433
C5 0.528 2.771 -0.431
C6 -3.627 0.075 0.336
C7 -1.904 2.700 3.376
C8 0.406 -1.409 0.000
C9 -1.273 -1.624 -1.940
C10 -8.442 0.096 0.047
C11 2.622 1.375 -0.821
C12 3.555 -2.803 1.680
C13 -0.904 -1.706 2.018
C14 -0.093 -2.436 0.953
C15 2.291 -0.624 1.510
C16 3.522 -1.501 1.361
C17 -7.648 2.533 -4.170
C18 8.675 -1.433 0.950
C19 -0.089 -1.055 -1.222
C20 1.635 0.270 -0.751
H1 9.526 -3.219 -3.976
H2 -1.553 3.391 4.135
H3 9.313 -2.306 0.907
H4 -0.763 -3.119 0.439
H5 -2.557 3.199 2.671
H6 -0.146 2.034 0.001
H7 -6.703 3.042 -4.005
H8 11.117 -3.827 -3.426
H9 8.807 -0.813 0.078
H10 -8.473 3.239 -4.176
H11 4.414 -3.208 2.198
H12 0.717 -2.946 1.468
H13 2.784 -3.513 1.394
H14 -5.437 -0.494 1.303
H15 -7.741 0.701 0.615
H16 2.799 1.654 -1.857
H17 -3.976 -1.246 1.991
H18 -1.072 2.226 2.869
H19 2.026 2.291 1.002
H20 -1.256 -2.703 -1.794
H21 -7.625 1.949 -5.081
H22 4.452 -1.056 0.996
H23 1.665 -0.996 2.307
H24 0.454 2.791 -1.521
H25 0.535 0.458 -2.541
H26 10.913 -2.097 -3.838
H27 8.843 -0.868 1.864
H28 -9.353 0.643 -0.152
H29 -1.212 -1.437 -3.006
H30 -4.348 0.440 2.294
H31 2.563 3.476 -0.204
H32 2.635 0.369 1.772
H33 3.567 1.079 -0.378
H34 -1.808 3.542 -0.714
H35 -7.993 -0.259 -0.873

Results
- HOMO level: -12.19 eV
- HOMO-LUMO gap: 9.4633 eV
- E_LUMO: -2.7304 eV
- Multiplicity: 1
- Total charge: +1

=====

A structure of composition C20H35IN4O4, computed with ωB97M-V/def2-TZVPD.

Element x y z (Å)
I1 -4.165 0.564 0.992
O1 -2.614 -1.713 3.771
O2 0.953 -1.264 3.116
O3 -3.017 -0.880 1.733
O4 -4.667 -1.875 2.917
N1 3.574 -2.095 -3.297
N2 1.601 0.996 0.960
N3 2.319 3.599 8.281
N4 -2.623 0.097 -4.337
C1 4.993 0.147 -5.911
C2 -3.345 -0.510 -3.676
C3 -0.625 1.049 -1.963
C4 3.844 -0.697 -6.451
C5 -6.056 0.513 -2.869
C6 -4.253 -1.281 -2.826
C7 0.831 0.970 -2.403
C8 -0.399 -0.859 2.913
C9 -1.283 -2.046 3.326
C10 1.361 1.941 6.501
C11 -5.721 -0.952 -3.117
C12 1.629 0.577 -0.113
C13 -3.535 -1.516 2.824
C14 2.316 0.766 6.253
C15 1.666 0.070 -1.484
C16 2.706 -0.869 -5.438
C17 -0.674 0.403 3.707
C18 3.171 -1.546 -4.225
C19 3.672 1.212 5.719
C20 1.898 2.874 7.493
H1 0.397 1.580 6.861
H2 -1.702 0.756 3.630
H3 5.457 -0.324 -5.043
H4 1.849 0.089 5.536
H5 1.189 2.488 5.573
H6 1.263 1.972 -2.428
H7 2.704 0.006 -1.806
H8 4.215 -1.679 -6.746
H9 -1.075 0.056 -1.932
H10 -1.339 -2.793 2.533
H11 -0.709 1.497 -0.971
H12 2.450 0.210 7.182
H13 1.401 -1.127 2.274
H14 0.883 0.572 -3.417
H15 1.260 -0.943 -1.483
H16 -0.444 0.216 4.761
H17 -7.114 0.701 -3.053
H18 -5.840 0.794 -1.836
H19 -1.205 1.656 -2.655
H20 4.308 0.348 5.525
H21 0.018 1.171 3.355
H22 -0.573 -0.676 1.849
H23 -4.052 -2.340 -2.992
H24 -0.795 -2.504 4.189
H25 4.190 1.852 6.435
H26 4.647 1.139 -5.615
H27 3.433 -0.229 -7.346
H28 5.765 0.274 -6.669
H29 2.299 0.103 -5.158
H30 -5.950 -1.214 -4.151
H31 -5.484 1.168 -3.527
H32 -6.343 -1.585 -2.482
H33 3.562 1.764 4.784
H34 -4.013 -1.056 -1.784
H35 1.894 -1.460 -5.863

Results
- HOMO level: -10.37 eV
- HOMO-LUMO gap: 8.7382 eV
- E_LUMO: -1.6283 eV
- Relative energy (zero: lowest compared OMol25 entry of this formula, charge and spin): 0.0 kcal per mole
- Multiplicity: 1
- Total charge: 0

=====

A cluster of 9 separate species, C20H35N11OP in total, computed with ωB97M-V/def2-TZVPD.

Element x y z (Å)
P1 -6.423 -2.708 -1.714
O1 -5.585 -3.537 -0.458
N1 9.771 3.206 5.125
N2 -1.139 5.825 -0.624
N3 8.426 4.189 8.960
N4 -5.247 0.965 -1.256
N5 -4.454 -0.766 -2.899
N6 6.388 -0.301 3.361
N7 -2.201 -3.010 -3.393
N8 1.808 -2.069 -0.589
N9 -4.867 -4.489 -6.698
N10 -6.311 -1.013 -1.232
N11 3.378 2.780 1.962
C1 -0.833 -2.202 -0.404
C2 8.420 3.052 8.727
C3 0.230 4.654 1.322
C4 8.414 1.592 8.420
C5 3.364 0.185 1.411
C6 -8.202 -3.318 -1.676
C7 -2.493 -2.677 -6.008
C8 -6.731 1.282 -1.169
C9 7.432 2.129 3.170
C10 -5.218 -0.302 -1.903
C11 -4.419 -5.394 -7.275
C12 -7.463 -0.108 -1.524
C13 6.846 0.763 3.277
C14 9.595 4.360 5.105
C15 0.651 -2.133 -0.508
C16 -0.540 5.312 0.228
C17 3.376 1.643 1.720
C18 -3.846 -6.554 -8.015
C19 -2.329 -2.862 -4.540
C20 9.376 5.833 5.064
H1 8.328 6.045 4.852
H2 -8.641 -3.174 -2.712
H3 -5.673 -4.499 -0.598
H4 -0.297 4.773 2.269
H5 -2.978 -1.721 -6.209
H6 -2.790 -6.376 -8.220
H7 -3.836 -1.579 -2.802
H8 1.218 5.106 1.406
H9 8.258 1.023 9.336
H10 7.612 1.364 7.717
H11 -1.209 -3.034 -0.999
H12 -6.913 2.152 -1.852
H13 -3.111 -3.483 -6.416
H14 -1.127 -2.346 0.636
H15 -8.451 -0.278 -1.024
H16 9.642 6.272 6.026
H17 -1.272 -1.274 -0.773
H18 2.561 -0.037 0.709
H19 -3.947 -7.459 -7.417
H20 8.379 2.086 2.632
H21 6.745 2.784 2.632
H22 -8.171 -4.440 -1.490
H23 -1.517 -2.691 -6.495
H24 9.367 1.302 7.977
H25 7.608 2.536 4.164
H26 -8.797 -2.811 -0.865
H27 -4.673 1.717 -1.651
H28 -4.546 -0.279 -3.797
H29 -6.947 1.382 -0.069
H30 9.996 6.277 4.284
H31 -4.375 -6.688 -8.958
H32 3.207 -0.387 2.325
H33 4.316 -0.108 0.968
H34 -7.479 -0.073 -2.662
H35 0.342 3.591 1.109

Results
- HOMO level: -11.61 eV
- HOMO-LUMO gap: 7.2498 eV
- E_LUMO: -4.3564 eV
- Multiplicity: 1
- Total charge: +1

=====

Number 1: total energy -83361.443 eV. Number 2: total energy -80077.756 eV. Number 3: total energy -43557.180 eV. Number 4: total energy -49024.652 eV.